# 1
8 unconnected molecules or ions with the total composition C36H92F6N6O6P2 in a non-equilibrium geometry. Source: OMol25; level of theory: ωB97M-V/def2-TZVPD.

Geometry as ORCA input:
```
! RIJCOSX wB97M-V def2-TZVPD def2/J DEFGRID3
* xyz 6 1
P -10.20 -22.45 -18.62
P -5.55 -15.45 -19.55
F -6.02 -13.96 -19.16
F -5.14 -16.87 -20.19
F -4.17 -15.37 -18.62
F -6.38 -16.04 -18.27
F -7.03 -15.65 -20.27
F -4.98 -14.82 -20.88
O 0.13 -13.65 -25.06
O -3.71 -19.19 -19.24
O -2.99 -10.95 -18.04
O -11.54 -14.29 -16.82
O -10.24 -11.95 -24.41
O -7.23 -16.67 -24.31
N -5.13 -10.95 -19.18
N -2.58 -14.23 -24.63
N -9.09 -15.05 -17.87
N -6.38 -18.83 -24.89
N -1.31 -19.27 -19.55
N -8.84 -12.57 -22.58
C -1.23 -17.73 -19.38
C -10.38 -23.79 -22.59
C -7.53 -19.69 -25.61
C -6.56 -19.46 -18.91
C -9.98 -23.66 -17.26
C -8.84 -21.28 -18.69
C -11.73 -21.44 -18.39
C -2.72 -21.35 -20.10
C -10.24 -23.49 -20.06
C -13.72 -19.00 -17.49
C -10.37 -24.66 -14.48
C -1.64 -14.29 -23.42
C 1.37 -12.90 -25.02
C -10.19 -12.37 -23.25
C -9.14 -17.18 -17.03
C -12.75 -13.90 -16.04
C -7.41 -21.85 -18.64
C -6.49 -20.78 -18.03
C -11.22 -24.57 -16.92
C -8.36 -14.03 -22.99
C -10.41 -23.07 -23.94
C -2.05 -15.44 -22.59
C -4.23 -11.09 -17.94
C -10.93 -25.39 -15.68
C -11.53 -12.73 -22.55
C -4.97 -11.52 -16.68
C -11.72 -20.81 -16.96
C -2.75 -19.83 -19.69
C -11.13 -15.65 -16.52
C -10.46 -22.80 -21.39
C -0.23 -14.56 -24.02
C -13.19 -20.22 -16.62
C -4.36 -10.38 -20.40
C -10.07 -16.11 -17.48
C -7.03 -18.24 -22.38
C -6.94 -17.80 -23.89
H -5.97 -11.09 -16.63
H 2.30 -13.38 -25.32
H -7.44 -22.68 -17.93
H -9.80 -23.07 -16.37
H -3.79 -21.53 -20.19
H -13.58 -14.49 -16.42
H -9.69 -22.05 -21.57
H -4.96 -12.61 -16.60
H -10.52 -25.29 -13.60
H -10.44 -16.49 -18.43
H -13.97 -20.98 -16.59
H -8.94 -14.67 -22.31
H -11.56 -25.10 -17.81
H -6.00 -18.60 -18.53
H -4.02 -9.43 -20.00
H -9.24 -14.48 -18.69
H -8.19 -15.45 -18.11
H -10.91 -23.74 -14.24
H -8.19 -11.88 -22.94
H -0.26 -15.56 -24.46
H -5.85 -10.37 -18.78
H -9.05 -24.21 -17.42
H -8.57 -14.15 -24.05
H 0.57 -14.55 -23.28
H -5.50 -21.20 -17.89
H -2.15 -21.59 -21.00
H -11.09 -24.18 -19.97
H -11.59 -21.58 -16.21
H -11.86 -11.98 -21.84
H -0.84 -19.63 -20.36
H -5.53 -11.86 -19.33
H -11.46 -22.37 -21.41
H -10.39 -26.28 -16.00
H -13.07 -19.78 -15.63
H -9.12 -20.59 -19.49
H -8.82 -17.05 -15.99
H -11.85 -25.82 -15.29
H -8.17 -20.26 -24.95
H -2.40 -13.44 -25.24
H -1.98 -17.29 -18.73
H -6.15 -17.97 -21.81
H -1.44 -15.55 -21.70
H -6.50 -19.69 -19.97
H -12.06 -23.93 -16.65
H -3.01 -15.22 -22.13
H -9.46 -24.36 -22.48
H -2.25 -16.35 -23.16
H -5.82 -19.55 -24.45
H -12.59 -22.11 -18.42
H -1.82 -13.28 -23.05
H -7.29 -14.04 -22.79
H -12.74 -14.21 -14.99
H -11.13 -24.57 -22.49
H -10.50 -23.72 -24.81
H -5.67 -18.40 -25.47
H -0.86 -19.79 -18.81
H -11.78 -20.73 -19.22
H -0.22 -17.49 -19.04
H -3.47 -10.99 -20.59
H -9.30 -24.60 -14.65
H -8.30 -17.46 -17.67
H -7.16 -20.38 -26.37
H -7.97 -17.85 -21.99
H 1.52 -12.39 -24.07
H -11.16 -22.29 -23.84
H -9.24 -23.89 -19.92
H -7.50 -18.92 -18.83
H -13.13 -18.11 -17.30
H -7.13 -19.32 -22.28
H -9.42 -22.62 -23.96
H -13.77 -19.20 -18.56
H -3.54 -14.33 -24.33
H -8.07 -18.84 -26.04
H -8.98 -12.44 -21.59
H -9.71 -18.11 -16.97
H -4.41 -11.20 -15.80
H 1.32 -12.07 -25.73
H -6.99 -22.10 -19.62
H -10.91 -15.65 -15.45
H -2.32 -21.86 -19.23
H -14.76 -18.85 -17.22
H -10.87 -20.13 -16.94
H -11.97 -16.33 -16.56
H -8.86 -20.61 -17.83
H -11.54 -13.65 -21.97
H -8.81 -14.40 -17.16
H -2.39 -15.07 -25.15
H -1.46 -17.26 -20.34
H -6.75 -20.47 -17.01
H -12.90 -12.82 -16.11
H -5.09 -10.21 -21.19
H -12.24 -12.80 -23.37
*
```

Summary:
total energy = -3486.43179 Eh
HOMO energy = -20.187 eV
maximum force = 5.89 eV Å⁻¹
relative energy (zero: lowest compared OMol25 entry of this formula, charge and spin) = 524.7 kJ/mol



# 2
2 unconnected molecules or ions with the total composition H3S3 in a non-equilibrium geometry. Source: OMol25; level of theory: ωB97M-V/def2-TZVPD.

Geometry as ORCA input:
```
! RIJCOSX wB97M-V def2-TZVPD def2/J DEFGRID3
* xyz -1 1
S -2.33 0.09 -0.24
S 0.74 -0.34 -1.24
S 1.85 -0.07 0.59
H -0.90 -0.30 -0.02
H -2.38 0.71 0.99
H 3.01 -0.08 -0.07
*
```

Summary:
total energy = -1196.38310 Eh
HOMO energy = -2.815 eV
maximum force = 1.90 eV Å⁻¹
relative energy (zero: lowest compared OMol25 entry of this formula, charge and spin) = 57.5 kJ/mol



# 3
A molecular structure, C33H84INO22 in a non-equilibrium geometry. Source: OMol25; level of theory: ωB97M-V/def2-TZVPD.

Geometry as ORCA input:
```
! RIJCOSX wB97M-V def2-TZVPD def2/J DEFGRID3
* xyz 0 1
I -1.08 -1.26 2.30
O 10.11 0.11 -7.33
O 0.26 -5.47 3.64
O 3.16 6.99 0.82
O -7.48 -2.87 -8.95
O -1.52 -3.69 5.82
O -2.57 -0.39 -5.13
O -4.90 -0.29 1.54
O 4.25 -1.78 3.25
O -7.61 2.13 2.10
O 1.47 -2.41 2.86
O 3.56 -5.70 -2.40
O 1.17 -3.68 0.96
O -5.60 -0.30 -1.50
O -4.13 6.98 6.56
O -7.47 5.87 4.52
O -4.24 -3.90 -6.61
O 1.00 -1.12 -0.29
O -1.36 7.45 4.75
O 1.66 5.87 2.02
O 4.28 1.64 0.94
O 4.23 -2.49 -2.95
O 7.63 -1.43 -5.40
N 3.26 0.19 2.40
C 1.93 -0.27 1.93
C 1.03 -1.05 2.94
C 1.77 4.55 2.59
C -2.26 -4.32 4.78
C 4.17 0.04 4.74
C 1.43 -2.66 1.48
C 11.52 0.17 -7.53
C 8.87 -1.23 -4.74
C 3.26 -5.18 -1.11
C 2.50 6.01 0.96
C -6.43 5.22 5.24
C -4.96 -4.08 -7.83
C 4.87 -3.07 -4.09
C 1.57 -0.44 -1.40
C 3.90 -0.64 3.40
C 1.32 -6.05 4.39
C 4.18 0.52 1.33
C 0.86 -0.99 -2.67
C -7.28 3.52 2.15
C 0.84 -0.51 4.28
C 0.04 7.53 4.51
C -0.67 -0.94 -2.51
C -3.35 -1.08 -6.11
C 1.14 2.13 2.56
C 0.80 3.54 1.95
C 1.88 -1.33 0.78
C 5.13 -0.52 0.70
C -3.09 6.32 7.28
C -5.14 0.22 2.85
C 0.72 -0.07 5.39
C -8.51 -3.84 -9.06
C -4.36 -1.01 -1.44
C 1.24 1.06 1.46
H -5.44 1.27 2.79
H 4.61 -2.49 -4.97
H 4.48 -3.02 -2.19
H 1.36 0.64 -1.39
H 0.54 -4.57 3.41
H -1.02 0.03 -2.10
H 2.85 -4.17 -1.20
H -4.18 -4.76 -6.18
H 2.65 -0.61 -1.54
H -0.23 3.84 2.16
H -0.92 -3.06 5.41
H 9.72 0.82 -7.84
H 0.25 7.40 3.45
H 11.91 1.13 -7.18
H 2.74 -5.72 -2.90
H 11.76 0.03 -8.58
H 1.02 -7.06 4.66
H -8.02 4.07 2.74
H -6.04 -0.57 -2.31
H -3.45 5.32 7.55
H 1.76 1.48 0.60
H 4.79 -1.55 0.82
H 1.50 -5.48 5.30
H 1.20 -2.03 -2.75
H 9.66 -1.06 -5.47
H 2.83 -1.64 0.33
H -8.48 2.06 1.68
H -2.85 6.87 8.19
H 0.32 1.91 3.26
H -2.94 -5.05 5.23
H 7.44 -0.63 -5.90
H -4.54 -2.08 -1.42
H -5.53 5.14 4.62
H -1.05 -1.74 -1.87
H -6.77 4.23 5.52
H -7.24 3.93 1.14
H -5.96 -4.46 -7.61
H -4.21 0.15 3.42
H -5.73 -0.22 1.05
H -3.96 -1.82 -5.61
H 2.04 2.25 3.17
H -1.78 8.15 4.26
H 8.80 -0.38 -4.05
H 6.08 -0.43 1.26
H -2.20 6.23 6.66
H 9.11 -2.13 -4.17
H 5.95 -3.04 -3.95
H -8.56 -4.23 -10.08
H 2.54 -5.83 -0.61
H -5.05 -3.12 -8.32
H -3.80 7.85 6.33
H 5.00 0.75 4.65
H 2.80 4.19 2.39
H -4.00 -0.38 -6.64
H 0.94 0.41 6.32
H -9.47 -3.41 -8.78
H -1.13 -1.06 -3.50
H -2.04 0.26 -5.60
H 1.20 -0.41 -3.53
H 2.23 -6.10 3.79
H -7.70 -2.15 -9.55
H 2.56 5.21 0.21
H -8.27 -4.66 -8.38
H 4.53 -4.10 -4.22
H -3.74 -0.76 -2.31
H -6.30 3.62 2.62
H -2.84 -3.57 4.23
H 0.54 6.73 5.07
H 5.37 -0.26 -0.33
H 11.98 -0.63 -6.95
H 0.43 8.49 4.85
H -4.43 -4.78 -8.48
H 3.30 0.66 5.02
H -5.91 -0.36 3.35
H 1.64 4.59 3.67
H -2.69 -1.59 -6.82
H -7.16 6.74 4.28
H -3.84 -0.71 -0.53
H 4.18 -5.15 -0.52
H -6.19 5.79 6.15
H 1.00 3.50 0.87
H -1.58 -4.84 4.10
H 4.37 -0.72 5.50
H 0.22 0.87 1.11
*
```

Summary:
total energy = -3315.06642 Eh
HOMO energy = -9.395 eV
maximum force = 2.72 eV Å⁻¹